(1)
Molecular formula: C27H33IrN5O
Method: DFT, ωB97M-V/def2-TZVPD

Geometry (Å):
Ir1 0.37173 -0.51303 -0.09417
C1 -0.90383 -0.52296 2.63437
N1 -1.28824 -0.71206 1.20363
C2 -2.36982 0.24787 0.82844
C3 -1.76314 -2.08834 1.02578
C4 -2.98888 -2.53317 1.47242
C5 -3.39072 -3.82800 1.16136
C6 -2.58596 -4.64279 0.38199
C7 -1.33996 -4.20608 -0.04369
C8 -0.90447 -2.94167 0.33239
N2 0.35223 -2.35010 0.01594
C9 1.44886 -3.12230 -0.41200
C10 1.68935 -4.44980 -0.07349
C11 2.74849 -5.11104 -0.67173
C12 3.54791 -4.46229 -1.60230
C13 3.34790 -3.11747 -1.87956
C14 2.32492 -2.43833 -1.24190
N3 2.15221 -0.98820 -1.33010
C15 2.05834 -0.53763 -2.74578
C16 3.38498 -0.38667 -0.74706
H1 -1.79765 -0.60382 3.25685
H2 -0.45702 0.46146 2.74484
H3 -0.20075 -1.30696 2.90799
H4 -3.20585 0.16967 1.52529
H5 -2.70730 0.01122 -0.17732
H6 -1.93980 1.24265 0.86766
H7 -3.64341 -1.88898 2.04264
H8 -4.35027 -4.18698 1.50726
H9 -2.93296 -5.62512 0.09215
H10 -0.73284 -4.83411 -0.67807
H11 1.07260 -4.95142 0.65771
H12 2.95012 -6.14083 -0.41058
H13 4.35283 -4.99527 -2.08926
H14 4.01249 -2.60361 -2.56051
H15 3.00450 -0.72236 -3.25639
H16 1.84699 0.52697 -2.76766
H17 1.26139 -1.08594 -3.24402
H18 4.25859 -0.72903 -1.30378
H19 3.48209 -0.68602 0.29354
H20 3.31303 0.68962 -0.83547
C17 2.29579 2.22607 0.66286
C18 1.42470 2.29663 -0.55697
C19 1.28602 3.36261 -1.40797
C20 0.25082 3.04932 -2.33009
C21 -0.20939 1.79786 -2.00855
C22 -1.29099 0.99258 -2.66175
N4 0.52720 1.31022 -0.94779
H21 3.31596 2.54007 0.43489
H22 2.33282 1.22476 1.09306
H23 1.90268 2.87350 1.44434
H24 1.84463 4.28426 -1.34724
H25 -0.10803 3.66949 -3.13730
H26 -1.02117 0.68783 -3.67558
H27 -2.21730 1.56464 -2.73343
H28 -1.49990 0.08540 -2.09254
O1 -0.38073 2.32568 1.83067
N5 -1.10850 3.39800 1.85348
C23 -1.37550 4.05446 0.70223
C24 -2.15248 5.19440 0.70665
C25 -2.66973 5.68176 1.89453
C26 -2.38480 4.99448 3.06532
C27 -1.60665 3.86051 3.02419
H29 -0.93208 3.61738 -0.18230
H30 -2.33764 5.69165 -0.23504
H31 -3.27821 6.57449 1.91041
H32 -2.75876 5.33164 4.02149
H33 -1.32742 3.27326 3.88501

- lowest unoccupied orbital energy (alpha / beta) (Ha) = -0.1685 / -0.1684
- E_HOMO (alpha / beta) (eV) = -9.831 / -9.830
- total energy (eV) = -40863.182
- HOMO-LUMO gap (alpha / beta) (eV) = 5.24 / 5.25
- net charge = +1

***

(2)
Molecular formula: C4H13N3
Method: DFT, ωB97M-V/def2-TZVPD

Geometry (Å):
N1 0.78331 2.14853 -0.12685
C1 -0.61229 1.79353 -0.32782
C2 -0.78613 0.66135 -1.35073
N2 -0.67460 -0.72556 -0.89924
C3 0.62166 -1.17537 -0.39306
C4 0.52803 -2.07636 0.82804
N3 -0.10381 -1.51065 2.02505
H1 1.11936 2.77331 -0.85268
H2 0.98927 2.63539 0.73503
H3 -1.22561 2.62669 -0.66222
H4 -0.99462 1.44720 0.62736
H5 -1.77550 0.73691 -1.79559
H6 -0.05345 0.79705 -2.14728
H7 -1.39871 -0.87522 -0.20554
H8 1.12908 -1.73317 -1.17930
H9 1.27932 -0.33778 -0.15753
H10 0.04109 -3.01486 0.57668
H11 1.53642 -2.37384 1.11002
H12 -0.92652 -0.97499 1.76644
H13 0.52370 -0.82217 2.42925

- lowest unoccupied orbital energy (Ha) = 0.0370
- E_HOMO (eV) = -8.373
- SMILES = NCCNCCN
- total energy (eV) = -8828.557
- HOMO-LUMO gap (eV) = 9.38
- net charge = 0

***

(3)
Molecular formula: C25H27N5O3RhS5
Method: DFT, ωB97M-V/def2-TZVPD

Geometry (Å):
Rh1 0.21567 -0.71002 0.97220
O1 -3.79480 0.25138 3.71442
C1 -4.23017 0.53625 2.44090
C2 -5.57481 0.90368 2.33446
C3 -6.12467 1.18538 1.08586
C4 -5.32612 1.10702 -0.05262
C5 -3.97795 0.74413 0.05836
C6 -3.39526 0.44356 1.30665
C7 -1.94589 -0.01477 1.46271
O2 -1.44894 -0.29526 0.35256
N1 -1.47934 -0.08202 2.68526
N2 -0.24487 -0.72224 2.72484
C8 0.71028 0.00466 3.18996
C9 2.08187 -0.53766 3.23439
C10 2.75218 -0.49405 4.46872
C11 4.01801 -1.05727 4.58420
C12 4.60244 -1.64089 3.46617
C13 3.92090 -1.65154 2.23889
C14 2.63568 -1.10239 2.06128
O3 2.03403 -1.11670 0.93307
H1 -2.84535 -0.01186 3.58146
H2 -6.18383 0.95190 3.23054
H3 -7.17130 1.45590 1.00171
H4 -5.74023 1.31331 -1.03391
H5 -3.36846 0.67428 -0.84019
H6 0.54489 1.01943 3.58481
H7 2.26002 -0.06112 5.33158
H8 4.53320 -1.05808 5.53685
H9 5.58242 -2.09933 3.52957
H10 4.39525 -2.11464 1.37464
C15 -1.94266 -1.14900 -3.93621
C16 -1.82576 -2.12114 -2.74295
N3 -1.27373 -1.48579 -1.55538
C17 -1.15197 -0.07025 -1.44731
N4 -0.57243 0.45837 -0.41955
C18 -0.47769 1.89862 -0.27638
C19 -0.11878 2.50102 -1.62792
C20 -1.24580 2.15656 -2.61976
N5 -1.64978 0.75856 -2.50304
C21 -2.55430 0.16485 -3.46871
H11 -2.54944 -1.62020 -4.73880
H12 -0.93119 -0.92806 -4.34399
H13 -1.17906 -2.96754 -3.05836
H14 -2.82523 -2.52704 -2.47612
H15 -1.03429 -2.07647 -0.74532
H16 0.26964 2.14518 0.50651
H17 -1.46331 2.30843 0.03802
H18 0.83574 2.03892 -1.96462
H19 0.01919 3.60202 -1.57395
H20 -0.87597 2.37621 -3.64462
H21 -2.13922 2.78791 -2.42251
H22 -2.72783 0.85545 -4.32276
H23 -3.53385 -0.04953 -2.98746
C22 4.00669 -2.77541 -1.83927
S1 3.69482 -1.41911 -2.99220
C23 4.26830 -0.07633 -2.03451
C24 3.66171 0.41523 -0.92607
S2 2.21089 -0.04156 -0.07455
S3 4.48448 1.79231 -0.17911
C25 5.80142 1.91464 -1.31682
S4 7.01562 3.05999 -1.21449
S5 5.73523 0.70632 -2.57863
H24 3.87160 -3.72370 -2.36714
H25 3.31252 -2.76005 -0.99705
H26 5.03359 -2.73816 -1.46449
H27 0.41599 0.76771 1.75620

- lowest unoccupied orbital energy (alpha / beta) (Ha) = 0.0891 / 0.0805
- E_HOMO (alpha / beta) (eV) = -1.518 / -4.914
- total energy (eV) = -97121.843
- HOMO-LUMO gap (alpha / beta) (eV) = 3.94 / 7.10
- 2S+1 = 5
- net charge = -1

***

(4)
Molecular formula: C18H25N2O4
Method: DFT, ωB97M-V/def2-TZVPD

Geometry (Å):
C1 0.65927 4.77448 0.48197
C2 0.40108 3.28936 0.26779
H1 0.52317 3.04579 -0.79058
C3 1.34690 2.43017 1.11136
N1 0.96605 1.03054 1.06773
C4 0.14703 0.58727 2.05344
O1 -0.05377 1.25678 3.05498
C5 -0.47692 -0.80593 1.94474
N2 -1.04686 -1.09152 0.64796
C6 -1.81137 -0.19144 0.02626
O2 -2.05806 0.92065 0.49217
C7 -2.37560 -0.59559 -1.30447
C8 -2.02944 -1.75772 -1.98880
C9 -2.60834 -2.02947 -3.21738
C10 -3.52953 -1.15960 -3.77674
C11 -3.87483 -0.00039 -3.10180
C12 -3.29871 0.27640 -1.87742
H2 -3.54919 1.17570 -1.33301
H3 -4.59303 0.68540 -3.53174
H4 -3.97713 -1.38357 -4.73629
H5 -2.33617 -2.93400 -3.74330
H6 -1.31642 -2.45696 -1.58193
H7 -0.74268 -2.03181 0.24804
C13 0.53868 -1.88194 2.35055
C14 -0.02764 -3.30519 2.29472
H8 0.43305 -3.92410 3.06758
H9 -1.10674 -3.29146 2.47024
C15 0.22497 -4.02324 0.92269
O3 0.65861 -5.16975 0.96197
O4 -0.04569 -3.35403 -0.11019
H10 0.86331 -1.64974 3.36929
H11 1.41619 -1.82282 1.70406
H12 -1.28701 -0.79435 2.69202
C16 1.44921 0.28501 -0.07321
H13 1.27852 0.88454 -0.97367
C17 2.95297 -0.04941 0.05069
C18 3.78975 0.57734 -1.05936
H14 3.45792 0.21480 -2.02990
H15 3.70208 1.66240 -1.05094
H16 4.84023 0.31794 -0.93873
H17 3.31537 0.29476 1.02200
H18 3.08629 -1.13178 0.01779
H19 0.88076 -0.63337 -0.18483
H20 1.28349 2.74772 2.15497
H21 2.37947 2.53728 0.76773
H22 -0.62146 3.03535 0.55030
H23 0.50206 5.03751 1.52549
H24 1.68437 5.03006 0.21449
H25 -0.01420 5.37197 -0.12873

- lowest unoccupied orbital energy (Ha) = 0.1107
- E_HOMO (eV) = -5.321
- SMILES = CCCN(CCC)C(=O)[C@H](CCC(=O)[O-])NC(=O)c1ccccc1
- total energy (eV) = -30245.751
- HOMO-LUMO gap (eV) = 8.33
- net charge = -1

***

(5)
Molecular formula: C20H34As2MoNO3PTe
Method: DFT, ωB97M-V/def2-TZVPD

Geometry (Å):
Mo1 0.30033 -0.21499 -0.35162
C1 3.44606 -0.58031 2.09739
As1 2.82772 -0.03330 0.35680
C2 4.10786 -0.75401 -0.92269
C3 3.30255 1.81790 0.17812
C4 4.63940 2.11408 0.31102
C5 5.18714 3.30049 -0.18689
C6 4.41560 4.25520 -0.72118
C7 2.97484 4.03641 -0.76131
C8 2.48041 2.83116 -0.36079
As2 0.59861 2.36294 -0.51004
C9 -0.10050 3.08813 -2.13895
C10 -0.15455 3.45865 0.85547
H1 4.50062 -0.64729 1.97164
H2 3.10551 -1.56270 2.45664
H3 3.31294 0.25086 2.82034
H4 5.11461 -0.90031 -0.42319
H5 4.10360 -0.05524 -1.78992
H6 3.86200 -1.68996 -1.24979
H7 5.41818 1.44579 0.77414
H8 6.21375 3.47915 -0.06109
H9 4.69314 5.21417 -0.99968
H10 2.32209 4.84423 -1.10556
H11 0.56259 3.91564 -2.41487
H12 -1.12525 3.59891 -2.07395
H13 -0.15014 2.35999 -2.99053
H14 0.02648 4.50076 0.80496
H15 0.24870 3.05894 1.80169
H16 -1.18313 3.34236 0.75115
C11 -5.56822 1.62880 2.08410
C12 -4.71500 0.86102 1.15562
O1 -3.35816 0.50172 1.74932
P1 -2.34445 -0.37261 0.99772
O2 -1.65364 0.34876 -0.11897
Te1 -0.41818 -0.96225 2.27992
O3 -3.20360 -1.51238 0.31247
C13 -3.92487 -2.74427 0.83765
C14 -5.04455 -3.10189 -0.13891
H17 -6.56962 1.44238 1.83552
H18 -5.34762 2.75990 2.09394
H19 -5.40945 1.31731 3.11449
H20 -4.55298 1.46880 0.16408
H21 -5.18104 -0.00940 0.87376
H22 -4.39116 -2.40855 1.69883
H23 -3.12430 -3.49650 1.01734
H24 -5.56381 -2.18347 -0.51952
H25 -5.70157 -3.66923 0.50431
H26 -4.64199 -3.67759 -1.02223
C15 2.15589 -4.00933 0.39129
C16 0.97607 -3.42940 -0.34742
C17 -0.29297 -4.06875 -0.50751
C18 -1.13630 -3.13968 -1.08689
C19 -0.33213 -2.02465 -1.46816
C20 -0.33497 -1.12368 -2.67479
N1 0.92958 -2.15516 -0.85817
H27 1.79490 -4.39463 1.31700
H28 2.93496 -3.26453 0.68286
H29 2.55386 -4.85608 -0.16241
H30 -0.52047 -5.01008 -0.00148
H31 -2.20784 -3.21854 -1.22662
H32 -1.29134 -0.72116 -3.09594
H33 0.22361 -1.54208 -3.48660
H34 0.21020 -0.07044 -2.51190

- lowest unoccupied orbital energy (alpha / beta) (Ha) = -0.2587 / -0.2596
- E_HOMO (alpha / beta) (eV) = -13.783 / -14.198
- total energy (eV) = -169024.585
- HOMO-LUMO gap (alpha / beta) (eV) = 6.74 / 7.13
- 2S+1 = 3
- net charge = +2

***

(6)
Molecular formula: C3H6NO2
Method: DFT, ωB97M-V/def2-TZVPD

Geometry (Å):
C1 1.88988 -0.08001 -0.58863
N1 0.86282 0.52356 0.11123
C2 -0.32773 -0.07078 0.60076
C3 -1.71645 0.05774 -0.25127
O1 -2.57263 -0.89894 0.21807
O2 2.99445 0.49460 -0.71244
H1 1.73782 -1.08772 -1.04166
H2 1.36335 1.08467 0.78763
H3 -0.06913 -1.19873 0.75031
H4 -0.60993 0.29186 1.64015
H5 -2.10103 1.02707 -0.17334
H6 -1.45143 -0.14333 -1.34081

- lowest unoccupied orbital energy (Ha) = 0.1443
- E_HOMO (eV) = -2.456
- SMILES = O=CNCC[O-]
- total energy (eV) = -8792.546
- HOMO-LUMO gap (eV) = 6.38
- net charge = -1

***

(7)
Molecular formula: C3H7NO2
Method: DFT, ωB97M-V/def2-TZVPD

Geometry (Å):
C1 -2.16314 0.38702 0.39967
C2 -1.58995 -0.38546 -0.51851
O1 1.36362 -0.72564 -1.86350
C3 1.98034 -1.24692 -1.01930
O2 2.61142 -1.85369 -0.24949
N1 1.43674 0.75519 0.70926
H1 -2.31754 1.45110 0.23524
H2 0.42342 0.68543 0.76110
H3 -2.51103 -0.01403 1.34877
H4 -1.44193 -1.45060 -0.35485
H5 -1.23477 0.00844 -1.46724
H6 1.79328 0.70432 1.65870
H7 1.64954 1.68485 0.36016

- lowest unoccupied orbital energy (Ha) = 0.0296
- E_HOMO (eV) = -10.341
- SMILES = O=C=O.C=C.N
- total energy (eV) = -8809.653
- HOMO-LUMO gap (eV) = 11.15
- net charge = 0

***

(8)
Molecular formula: C2H4NO3P
Method: DFT, ωB97M-V/def2-TZVPD

Geometry (Å):
C1 0.05415 -0.60338 -0.51841
C2 0.04740 0.32989 0.61796
N1 1.01751 -0.71248 0.52950
O1 2.91376 -0.86883 -1.26586
O2 2.26151 2.11548 -0.37772
O3 3.54127 -0.31391 1.14925
P1 2.60234 -0.10610 -0.00480
H1 -0.68410 -1.41361 -0.56605
H2 0.40067 -0.24646 -1.48242
H3 0.44368 1.33238 0.43385
H4 -0.71970 0.21405 1.39419

- lowest unoccupied orbital energy (Ha) = 0.2613
- E_HOMO (eV) = 1.266
- total energy (eV) = -19057.004
- HOMO-LUMO gap (eV) = 5.84
- net charge = -2

***

(9)
Molecular formula: C7H12F6O11S2V
Method: DFT, ωB97M-V/def2-TZVPD

Geometry (Å):
V1 -0.12196 -0.81050 0.01892
C1 4.06800 -0.60068 2.44456
F1 5.26384 -0.05994 2.36903
F2 4.11375 -1.86643 2.94022
F3 3.33928 0.14678 3.27243
S1 3.36514 -0.52103 0.57950
O1 4.02129 -1.57155 -0.19097
O2 1.90998 -0.73658 0.72074
O3 3.66505 0.84232 0.08977
C2 -4.26797 -0.21515 -2.01987
F4 -5.35435 -0.86729 -2.30013
F5 -3.37808 -0.35365 -2.98516
F6 -4.56229 1.05441 -1.78183
S2 -3.61213 -1.01471 -0.38009
O4 -2.22856 -0.53988 -0.24140
O5 -4.47011 -0.46675 0.68491
O6 -3.72538 -2.46060 -0.51970
C3 0.06842 -3.38334 -0.20134
O7 0.02975 -2.64549 -1.22224
O8 -0.21205 -2.80877 0.81773
O9 0.16093 -4.63896 -0.27964
C4 -0.40440 2.01011 -3.16750
C5 0.02620 0.57760 -2.79542
O10 0.59225 0.63225 -1.53819
H1 -0.04359 2.78898 -2.49574
H2 -1.48072 2.00018 -2.99566
H3 -0.42754 2.18664 -4.24286
H4 0.74958 0.13428 -3.47974
H5 -0.79245 -0.14207 -2.79184
H6 1.17462 1.39534 -1.55082
C6 0.93541 2.03984 2.64178
C7 0.11476 0.73555 2.80513
O11 -0.56291 0.62202 1.67580
H7 1.69546 1.89262 1.87447
H8 1.44011 2.55481 3.45921
H9 0.26479 2.80061 2.24229
H10 -0.61247 0.60076 3.60581
H11 0.69524 -0.17599 2.94739
H12 -1.43692 0.86427 1.99045

- lowest unoccupied orbital energy (alpha / beta) (Ha) = 0.0939 / 0.0080
- E_HOMO (alpha / beta) (eV) = -5.338 / -7.219
- total energy (eV) = -93641.364
- HOMO-LUMO gap (alpha / beta) (eV) = 7.89 / 7.44
- 2S+1 = 5
- net charge = -1

***

(10)
Molecular formula: C23H17BrN4O2SY
Method: DFT, ωB97M-V/def2-TZVPD

Geometry (Å):
Y1 -0.64555 -1.10925 0.23342
C1 -3.23211 -0.04927 2.44266
O1 -2.29208 0.02868 1.33982
C2 -2.13135 1.27195 0.69544
C3 -3.18055 1.93684 0.11989
C4 -2.92228 3.12090 -0.60970
C5 -1.64793 3.79575 -0.55009
C6 -0.58995 3.06885 -0.06624
C7 -0.76815 1.75700 0.46451
N1 0.30123 0.94791 0.55612
N2 1.45546 1.45372 0.17248
C8 2.50512 0.65433 0.00372
C9 2.50805 -0.76938 0.37270
O2 1.37222 -1.46261 0.46888
C10 3.70482 -1.40821 0.71197
C11 4.88510 -0.71313 0.67324
C12 4.95130 0.59724 0.05874
C13 6.10850 1.38253 -0.12187
C14 6.05791 2.63677 -0.74894
C15 4.85874 3.20501 -1.16473
C16 3.67311 2.48344 -0.98036
C17 3.75956 1.22888 -0.38534
H1 -3.32740 0.90717 2.88309
H2 -2.81646 -0.69104 3.22100
H3 -4.21988 -0.42273 2.17180
H4 -4.18312 1.42922 0.08697
H5 -3.74837 3.57477 -1.16233
H6 -1.55940 4.74480 -1.06610
H7 0.44738 3.35254 -0.07329
H8 3.68078 -2.46703 0.97631
H9 5.80602 -1.17440 1.07558
H10 7.07059 0.99310 0.19355
H11 6.94897 3.26265 -0.79899
H12 4.81089 4.25326 -1.56120
H13 2.74030 2.92411 -1.28870
Br1 -5.40205 -3.99778 -2.43581
C18 -4.09825 -3.88112 -0.96954
C19 -4.36274 -4.62456 0.19595
C20 -3.42929 -4.51618 1.28956
C21 -2.35912 -3.66121 1.22645
N3 -2.16697 -2.93303 0.05405
C22 -2.93370 -3.08165 -1.01832
H14 -5.30534 -5.21328 0.31830
H15 -3.56622 -5.10450 2.21522
H16 -1.57302 -3.57897 2.00753
H17 -2.64066 -2.65486 -1.97470
S1 -0.84333 -0.42387 -4.49566
C23 -0.75189 -0.47127 -2.96585
N4 -0.94886 -0.60205 -1.79121

- lowest unoccupied orbital energy (alpha / beta) (Ha) = -0.1524 / -0.1523
- E_HOMO (alpha / beta) (eV) = -10.103 / -10.107
- total energy (eV) = -116098.106
- HOMO-LUMO gap (alpha / beta) (eV) = 5.96 / 5.96
- net charge = +1